17
Properties=species:S:1:pos:R:3:forces:R:3 method="wB97M-V/def2-TZVPD" homo_ha="-0.3210 / -0.2593" multiplicity=1 charge=0 e_above_lowest_ev=7.6528
C 0.95219 -1.28523 1.35051 -0.23 -0.99 0.50
C 0.07351 1.62805 0.46781 -0.06 -0.22 -0.18
N 0.27014 0.44301 -0.37013 -0.57 -0.21 -0.28
C -0.48520 -0.55499 -0.30980 1.06 0.86 0.53
N -0.95399 0.90908 -2.23698 -0.47 0.33 -0.96
C -1.32520 -1.52861 -0.55237 0.11 -0.18 0.09
O 1.96030 -0.51997 1.83582 0.23 0.43 -0.20
H 2.62153 -0.38290 1.14341 -0.12 -0.07 0.12
H -1.23943 1.85971 -1.98761 0.11 0.01 0.11
H -0.10410 1.04119 -2.79113 0.05 -0.02 0.13
H 1.23260 -2.11206 0.70833 -0.06 -0.03 -0.01
H 0.15808 -1.42533 2.07180 0.06 -0.09 0.04
H -0.96391 1.74367 0.78784 0.01 0.02 0.05
H 0.72863 1.55235 1.33902 -0.11 -0.06 -0.01
H 0.38217 2.50383 -0.10075 -0.02 -0.02 0.00
H -1.36598 -2.40450 0.08500 0.06 0.10 -0.09
H -1.94133 -1.46728 -1.44077 -0.04 0.12 0.17